# C13H19N5O5

The molecule C13H19N5O5 in a non-equilibrium geometry (ωB97M-V with the def2-TZVPD basis set, OMol25).

Structure (ORCA input):
```
! wB97M-V def2-TZVPD RIJCOSX def2/J DEFGRID3
* xyz 0 1
C -0.96282 -1.54665 -1.42583
O 0.52834 2.13418 -1.44059
C 1.83566 1.29069 2.65954
O 2.11673 -0.69317 0.19863
C -3.30448 -0.86368 -1.11618
H 1.28715 0.48681 3.25143
C -2.04572 -0.63056 -1.61861
C -0.46428 -2.02685 -0.00401
H -0.90275 -0.37669 1.21321
H 1.85131 4.27513 -1.93506
C -3.03422 1.22506 -1.95054
C 1.60770 2.48741 -0.86162
H 2.82329 0.97538 2.61576
C -1.05254 -4.81158 -0.93278
H -1.59150 -4.70743 -1.75334
N -1.79494 -4.21215 0.25555
H -0.82533 -5.86580 -0.74683
H 0.29266 1.59589 1.49532
H 3.01424 4.12999 -0.58422
H -2.40866 -4.83851 0.78236
C 1.26677 1.18202 1.28271
C 1.11025 -0.20677 0.67031
C 2.49110 3.60473 -1.37932
H -0.09395 -4.32015 -1.14666
H -3.11268 2.28358 -2.17072
C -1.52433 -2.96579 0.79481
H 0.52359 -2.54238 -0.26047
H -0.13065 -1.01707 -2.03202
N -3.90474 0.39486 -1.32359
H -3.70311 -1.74584 -0.65577
H -0.99224 1.01819 -2.54894
N 1.98694 2.03891 0.32275
O -2.15666 -2.51702 1.73094
N -0.08265 -0.83808 0.77248
C 1.69884 2.75777 3.26685
H 2.87451 2.35497 0.56939
H 3.38571 3.27449 -1.95762
O 0.70853 3.27092 3.88107
H -1.23292 -2.36835 -2.04479
O 2.91617 3.39968 2.98831
N -1.84253 0.58950 -2.09447
H 2.84424 4.32437 3.23255
*
```

The lowest unoccupied orbital energy is 0.31 eV. The energy relative to the best compared isomer or geometry (same formula, charge and spin) comes out at 270.9 kJ/mol. Its HOMO energy is -0.2975 Ha. Its total energy is -31476.67349 eV. The molar mass comes out at 325.3 g mol⁻¹.

=====

# C13H19NO5S

The molecule C13H19NO5S in a non-equilibrium geometry (ωB97M-V with the def2-TZVPD basis set, OMol25).

Structure (ORCA input):
```
! wB97M-V def2-TZVPD RIJCOSX def2/J DEFGRID3
* xyz 0 1
H 3.72407 -0.49105 -2.48516
C 0.45906 -0.78391 2.37461
H -2.63682 -0.18058 -0.28421
H 0.01459 -2.86399 2.30770
H -0.30204 1.78354 -0.07356
H -2.59966 -1.12370 2.37200
H -2.76840 -0.04325 -4.12682
C -2.39973 -0.04674 -3.10437
H 3.89926 1.72174 -1.23857
H -1.44134 1.88652 -3.20833
C -2.15943 0.76430 1.59915
O -0.45472 0.75508 -1.79337
H 1.11353 1.24516 2.31723
C 1.37638 -2.26709 0.74993
H 1.47279 -3.24036 0.29633
H -1.44567 1.51206 1.94959
H -2.14985 -1.06677 -2.82379
H -3.19134 0.31740 -2.45423
O -1.06539 -1.57622 4.39464
C 0.57043 -2.06008 1.85322
H 4.53829 0.36476 -0.26219
H 2.10207 0.18482 -2.10589
H -0.43287 0.53020 -3.76809
C -1.75828 0.22745 0.21741
O 2.70027 1.13501 0.26929
C 2.05409 -1.20044 0.16628
C 1.99948 0.07221 0.75624
H -3.14471 1.23960 1.54600
H -1.82086 2.06601 -0.95332
O 2.74464 -1.42141 -0.98870
H -1.03823 -0.58368 0.33343
N -2.18958 -0.24214 2.63371
S -0.82006 -0.42984 3.57286
C 3.03056 -0.22570 -1.68694
C 1.18358 0.27108 1.86254
C -1.16085 0.84032 -3.01314
O -0.54917 0.83597 4.18155
C -1.09444 1.30014 -0.65560
C 3.64035 0.79357 -0.72744
*
```

The lowest unoccupied orbital energy is 0.69 eV. The energy relative to the best compared isomer or geometry (same formula, charge and spin) comes out at 122.1 kJ/mol. Its HOMO energy is -0.3208 Ha. Its total energy is -36350.85537 eV. The molar mass comes out at 301.4 g mol⁻¹.

=====

# C13H19NSiY

A structure of composition C13H19NSiY in a non-equilibrium geometry (ωB97M-V with the def2-TZVPD basis set, OMol25).

Structure (ORCA input):
```
! wB97M-V def2-TZVPD RIJCOSX def2/J DEFGRID3
* xyz -1 1
H -2.42980 0.35660 5.42520
H 0.27280 3.36800 -2.93690
C -1.17750 -1.90140 -1.01480
C 0.90210 -1.27560 -1.80220
H 2.04520 -2.21010 -0.11000
C 0.52610 2.57010 -2.22460
C -1.52430 0.87990 5.79520
H 2.42970 0.35680 5.42490
H 0.90620 -2.28250 5.42470
H -2.24370 0.94520 -1.41750
C 0.00000 0.00000 3.30380
H 2.20970 1.56140 0.33530
N 1.34080 1.01380 0.31200
H -1.52390 1.92570 5.42530
H -2.25870 -2.02290 -0.92160
C -0.19740 -2.39310 -0.10980
C -0.42690 2.04470 -1.48190
C 1.08840 -2.00070 -0.59040
Si 0.00000 0.00000 5.17390
H -0.96010 -0.70070 -2.90630
H 1.52430 0.88000 6.90430
H -1.52430 0.87980 6.90460
C -0.49520 -1.20320 -2.05490
H 1.56520 2.23780 -2.15850
H -1.91770 2.09180 0.02950
H 1.52380 1.92580 5.42490
C 1.52430 0.88000 5.79500
C 0.00020 -1.76020 5.79480
H -0.39020 -2.95170 0.80740
H 1.69000 -0.82490 -2.40720
C 0.00000 0.00000 2.00000
C -1.57290 1.65140 -0.91270
Y 0.00000 0.00000 0.00000
H -0.90560 -2.28270 5.42460
H 0.00020 -1.76030 6.90420
*
```

The lowest unoccupied orbital energy is 3.17 eV. Its HOMO energy is -0.1149 Ha. Its total energy is -24193.48201 eV. The molar mass comes out at 306.3 g mol⁻¹.

=====

# C13H20BCl3O2Si

A cluster of 2 separate species, C13H20BCl3O2Si in total in a non-equilibrium geometry (ωB97M-V with the def2-TZVPD basis set, OMol25).

Structure (ORCA input):
```
! wB97M-V def2-TZVPD RIJCOSX def2/J DEFGRID3
* xyz 0 1
H -0.38757 -2.83026 6.28087
O -0.89844 0.03347 0.19979
H -0.46779 0.19718 10.19518
H 0.98394 3.11590 8.68674
H -0.77872 2.52619 -0.23810
C 1.26351 2.14913 8.24387
Cl -3.40598 -0.78266 -0.23712
H 0.93733 -0.75048 0.70838
C -1.42902 2.02124 6.71984
H 1.92765 1.63304 8.95009
H -2.30271 1.40206 6.47158
C 2.35545 3.84171 0.18792
C 0.99682 1.40966 0.34458
H -1.15642 -2.16990 4.80800
Cl -1.55646 -2.01674 1.92311
Cl -0.89305 -2.42654 -1.02568
C 0.28839 2.58862 -0.01989
C 2.38315 1.46391 0.60974
H 1.06709 0.76445 4.94660
C 0.38995 -0.08515 4.86020
H -1.52618 1.60919 9.98690
C 0.35248 0.13902 0.44984
H -1.79658 2.94603 7.18628
C 3.05423 2.67303 0.53382
H -1.88391 -1.85689 6.41146
H 2.88864 0.53114 0.86790
H 0.44403 4.70589 -0.36314
Si -0.27494 1.15678 7.90661
C -1.14617 0.70280 9.49480
C 0.97822 3.79253 -0.08917
C -0.93330 -1.96955 5.86225
H 2.88604 4.79281 0.13177
H 4.12419 2.71234 0.74252
B -1.66349 -1.24438 0.19917
H 0.10213 -0.47350 3.88722
C -0.09761 -0.73014 5.94990
O 0.20427 -0.32814 7.22404
H 1.83900 2.35028 7.33128
H -1.99887 0.03329 9.31954
H -0.93377 2.29081 5.77728
*
```

The lowest unoccupied orbital energy is -2.21 eV. Its HOMO energy is -0.3194 Ha. Its total energy is -64026.73621 eV. The molar mass comes out at 353.6 g mol⁻¹.